Below is a 3-piece molecular cluster, C28H61BCl2FI2NO3P3 overall in a non-equilibrium geometry, with properties calculated with ωB97M-V with the def2-TZVPD basis set.

As for the orbital gap: 6.46 eV. The value obtained for the lowest unoccupied orbital energy is -3.82 eV. The total charge is +1. The value obtained for the HOMO energy is -10.27 eV.

Last columns: bonded neighbours and bond lengths (Å).
Geometry (Å):
1 C 2.451 6.850 0.396  C2 1.561, H30 1.087, H31 1.083, H32 1.086
2 C 2.861 5.391 0.022  C1 1.561, P3 1.844, H33 1.087, H34 1.082
3 P 1.461 4.270 0.453  C2 1.844, C4 1.825, C6 1.892
4 C 1.511 3.743 2.199  P3 1.825, C5 1.543, H35 1.082, H36 1.090
5 C 2.595 2.745 2.657  C4 1.543, H37 1.086, H38 1.091, H39 1.085
6 C 0.952 2.998 -0.853  P3 1.892, P7 1.908, C10 1.563, C26 1.550
7 P 2.519 2.388 -1.752  C6 1.908, O8 1.625, Cl9 2.072
8 O 2.981 3.539 -2.803  P7 1.625, H40 0.972
9 Cl 4.045 2.379 -0.350  P7 2.072
10 C -0.002 3.649 -1.907  C6 1.563, P11 1.862, C13 1.540, H41 1.090
11 P -0.313 5.473 -1.707  C10 1.862, O12 1.474, H42 1.415, H43 1.399
12 O -1.214 5.925 -2.783  P11 1.474
13 C -1.366 2.980 -2.159  C10 1.540, C14 1.538, H44 1.088, H45 1.080
14 C -1.955 2.030 -1.103  C13 1.538, C15 1.545, N19 1.512, H46 1.081
15 C -2.633 0.841 -1.820  C14 1.545, C16 1.542, H47 1.081, H48 1.088
16 C -4.165 1.014 -1.864  C15 1.542, C17 1.527, Cl18 1.801, H49 1.084
17 C -4.877 -0.301 -2.171  C16 1.527, H50 1.087, H51 1.086, H52 1.083
18 Cl -4.530 2.180 -3.188  C16 1.801
19 N -1.026 1.699 0.044  C14 1.512, F20 1.422, C21 1.509, C26 1.479
20 F -1.164 2.827 0.899  N19 1.422
21 C -1.485 0.563 0.926  N19 1.509, I22 2.158, C23 1.575, H53 1.080
22 I -0.328 0.437 2.743  C21 2.158, I25 3.130
23 C -3.000 0.675 1.344  C21 1.575, C24 1.551, I25 2.170, H54 1.081
24 C -3.784 -0.577 0.869  C23 1.551, H55 1.083, H56 1.083, H57 1.087
25 I -3.352 0.763 3.483  I22 3.130, C23 2.170
26 C 0.407 1.651 -0.317  C6 1.550, N19 1.479, B27 1.657, H58 1.085
27 B 0.813 0.390 -1.313  C26 1.657, C28 1.576, O29 1.379
28 C 0.425 0.220 -2.831  B27 1.576, H59 1.088, H60 1.088, H61 1.089
29 O 1.533 -0.627 -0.723  B27 1.379, H62 0.971
30 H 2.567 7.477 -0.485  C1 1.087
31 H 3.103 7.269 1.153  C1 1.083
32 H 1.401 6.917 0.664  C1 1.086
33 H 3.723 5.160 0.641  C2 1.087
34 H 3.154 5.399 -1.019  C2 1.082
35 H 0.554 3.399 2.568  C4 1.082
36 H 1.703 4.661 2.754  C4 1.090
37 H 3.563 3.235 2.679  C5 1.086
38 H 2.394 2.454 3.689  C5 1.091
39 H 2.650 1.836 2.067  C5 1.085
40 H 2.415 4.329 -2.816  O8 0.972
41 H 0.531 3.614 -2.856  C10 1.090
42 H 0.956 6.054 -1.940  P11 1.415
43 H -0.771 5.781 -0.422  P11 1.399
44 H -2.079 3.787 -2.314  C13 1.088
45 H -1.321 2.499 -3.125  C13 1.080
46 H -2.763 2.583 -0.644  C14 1.081
47 H -2.346 0.773 -2.861  C15 1.081
48 H -2.456 -0.145 -1.396  C15 1.088
49 H -4.551 1.446 -0.948  C16 1.084
50 H -5.856 -0.284 -1.699  C17 1.087
51 H -4.348 -1.142 -1.733  C17 1.086
52 H -5.022 -0.445 -3.235  C17 1.083
53 H -1.339 -0.406 0.471  C21 1.080
54 H -3.504 1.560 0.983  C23 1.081
55 H -4.732 -0.256 0.456  C24 1.083
56 H -4.022 -1.214 1.711  C24 1.083
57 H -3.211 -1.180 0.170  C24 1.087
58 H 1.024 1.479 0.559  C26 1.085
59 H 0.371 1.180 -3.339  C28 1.088
60 H 1.251 -0.310 -3.298  C28 1.088
61 H -0.463 -0.385 -3.005  C28 1.089
62 H 0.960 -1.200 -0.188  O29 0.971
63 C -6.801 -6.783 1.407  C64 1.526, H69 1.091, H70 1.090, H71 1.092
64 C -5.375 -6.801 0.864  C63 1.526, C65 1.528, H72 1.093, H73 1.092
65 C -4.634 -5.481 1.065  C64 1.528, C66 1.530, H74 1.094, H75 1.095
66 C -5.252 -4.279 0.350  C65 1.530, C67 1.528, H76 1.097, H77 1.093
67 C -5.399 -4.425 -1.163  C66 1.528, C68 1.526, H78 1.094, H79 1.092
68 C -4.067 -4.591 -1.888  C67 1.526, H80 1.095, H81 1.091, H82 1.090
69 H -7.420 -6.043 0.897  C63 1.091
70 H -7.274 -7.756 1.269  C63 1.090
71 H -6.808 -6.557 2.475  C63 1.092
72 H -5.389 -7.073 -0.195  C64 1.093
73 H -4.817 -7.590 1.373  C64 1.092
74 H -3.596 -5.606 0.741  C65 1.094
75 H -4.586 -5.260 2.137  C65 1.095
76 H -4.634 -3.397 0.561  C66 1.097
77 H -6.234 -4.066 0.781  C66 1.093
78 H -5.899 -3.531 -1.550  C67 1.094
79 H -6.054 -5.266 -1.402  C67 1.092
80 H -3.409 -3.737 -1.694  C68 1.095
81 H -4.220 -4.656 -2.965  C68 1.091
82 H -3.547 -5.497 -1.576  C68 1.090
83 C 4.354 -0.931 0.964  C84 1.525, H89 1.092, H90 1.091, H91 1.090
84 C 5.804 -0.570 0.659  C83 1.525, C85 1.528, H92 1.094, H93 1.093
85 C 6.657 -1.776 0.269  C84 1.528, C86 1.529, H94 1.093, H95 1.095
86 C 6.797 -2.845 1.353  C85 1.529, C87 1.528, H96 1.094, H97 1.094
87 C 7.377 -2.350 2.677  C86 1.528, C88 1.526, H98 1.093, H99 1.094
88 C 8.799 -1.811 2.552  C87 1.526, H100 1.091, H101 1.091, H102 1.091
89 H 4.280 -1.608 1.818  C83 1.092
90 H 3.781 -0.034 1.204  C83 1.091
91 H 3.883 -1.409 0.105  C83 1.090
92 H 6.241 -0.052 1.517  C84 1.094
93 H 5.819 0.144 -0.168  C84 1.093
94 H 7.648 -1.424 -0.027  C85 1.093
95 H 6.226 -2.241 -0.624  C85 1.095
96 H 7.430 -3.649 0.966  C86 1.094
97 H 5.821 -3.302 1.544  C86 1.094
98 H 7.380 -3.183 3.385  C87 1.093
99 H 6.731 -1.583 3.112  C87 1.094
100 H 9.471 -2.576 2.156  C88 1.091
101 H 9.180 -1.504 3.527  C88 1.091
102 H 8.846 -0.943 1.893  C88 1.091